Entry 1:
This record from the Open Molecules 2025 dataset describes a structure of composition C3H5NO2. The level of theory is ωB97M-V/def2-TZVPD.

Cartesian coordinates (Å):
C  0.2117  -1.1337  0.9329
C  -0.7566  -0.2493  0.1925
O  -1.9157  -0.0792  0.3791
N  0.2982  1.3127  -0.0982
C  0.2473  0.9809  -1.3391
O  0.4182  1.2221  -2.4877
H  1.2090  -1.0982  0.4989
H  -0.1776  -2.1555  0.9045
H  0.2497  -0.7952  1.9717
H  0.5525  2.2646  0.1500
H  -0.3366  -0.2692  -1.1047

Computed properties:
HOMO-LUMO gap ... 10.40 eV
HOMO ... -10.05 eV
Net charge ... 0
LUMO energy ... 0.0130 hartree


Entry 2:
This record from the Open Molecules 2025 dataset describes an isolated molecule of C3H5NO2. The level of theory is ωB97M-V/def2-TZVPD.

Cartesian coordinates (Å):
O  2.1006  -0.8567  0.2156
C  0.9294  -0.5696  0.2537
N  -0.2289  -1.2886  0.1374
C  -1.0924  -0.1198  -0.0479
C  0.1378  0.7531  0.3308
O  0.5201  1.7662  -0.5500
H  -0.3565  -2.2489  -0.1536
H  -1.9562  -0.0852  0.6227
H  -1.3964  0.0466  -1.0865
H  0.0734  1.1542  1.3481
H  1.2691  1.4487  -1.0702

Computed properties:
HOMO-LUMO gap ... 10.93 eV
HOMO ... -10.07 eV
Net charge ... 0
SMILES ... O=C1NC[C@@H]1O
LUMO energy ... 0.0318 hartree


Entry 3:
This record from the Open Molecules 2025 dataset describes a cluster of 2 separate species, C3H5NO2 in total. The level of theory is ωB97M-V/def2-TZVPD.

Cartesian coordinates (Å):
H  0.9727  1.9604  0.2351
N  0.4605  1.0941  0.0742
C  1.0134  0.1042  0.6480
C  0.3926  -1.2613  0.5454
H  1.9503  0.2017  1.2138
H  -0.0147  -1.3677  -0.4607
H  -0.4468  -1.3659  1.2437
H  1.1094  -2.0617  0.7446
O  -1.9671  2.0497  -1.3146
C  -1.7975  0.9007  -1.4066
O  -1.6727  -0.2542  -1.5229

Computed properties:
HOMO-LUMO gap ... 11.17 eV
HOMO ... -10.29 eV
Net charge ... 0
SMILES ... [H]/N=C/C.O=C=O
LUMO energy ... 0.0322 hartree